C54H39F5N9O5Tb as an isolated structure. Source: OMol25; level of theory: ωB97M-V/def2-TZVPD.

Properties
**E**: -4274.084805 Eh
**E_LUMO (alpha / beta)**: 3.85 / 3.85 eV
**Frontier orbital gap (alpha / beta)**: 6.534 / 6.515 eV
**Expectation value of S²**: 12.68
**Charge**: -2
**Molar mass**: 1147.88 g/mol
**Multiplicity**: 7

XYZ file:
```
113
Properties=species:S:1:pos:R:3:forces:R:3
Tb -0.354 -0.259 0.711 -0.046 -0.141 -0.343
O -4.434 3.435 -2.398 -0.717 0.212 -0.569
C -4.950 2.682 -1.421 0.153 -0.644 0.634
C -6.338 2.476 -1.400 0.213 -0.331 0.166
C -6.922 1.748 -0.366 1.061 0.142 0.397
C -6.122 1.201 0.657 1.053 0.613 -1.659
C -4.719 1.265 0.566 -0.726 1.096 -0.945
C -4.123 2.037 -0.460 -0.404 -0.296 -0.150
C -2.634 2.051 -0.628 0.403 -0.306 1.000
O -1.949 1.257 0.124 -0.747 1.032 -1.128
N -2.123 2.940 -1.474 -0.909 -1.237 0.929
N -0.786 2.735 -1.641 1.118 0.956 -0.317
C -0.100 3.802 -1.486 0.288 -1.737 -1.001
C 1.355 3.787 -1.798 -0.858 0.062 -0.032
C 2.180 4.551 -1.003 -0.060 0.668 1.240
C 3.528 4.605 -1.263 -0.056 0.324 0.241
C 4.030 3.901 -2.343 0.016 0.178 -0.013
C 3.127 3.148 -3.076 -0.250 -0.044 -0.077
N 1.807 3.089 -2.843 0.556 0.039 -0.008
H -3.446 3.404 -2.342 0.336 -0.047 0.338
H -6.893 2.808 -2.270 -0.145 0.214 0.204
H -7.989 1.600 -0.329 -0.243 -0.008 -0.090
H -6.564 0.647 1.428 -0.604 -0.710 1.042
H -4.078 0.760 1.268 0.175 -0.114 0.143
H -0.601 4.691 -1.171 -0.057 0.838 0.329
H 1.782 5.099 -0.121 0.166 -0.523 -0.791
H 4.091 5.231 -0.590 0.599 -0.020 -0.143
H 5.065 3.967 -2.663 -0.073 -0.141 0.192
H 3.513 2.571 -3.906 -0.227 -0.103 -0.112
N -4.009 -4.877 9.499 -0.055 -0.257 0.535
C -3.708 -4.471 8.470 -0.404 -0.303 0.226
C -3.392 -3.929 7.203 0.967 0.325 0.051
C -4.378 -3.350 6.432 -1.066 -0.026 -0.788
C -4.041 -2.678 5.272 0.638 0.057 0.180
C -2.693 -2.579 4.910 0.167 0.034 0.023
C -1.668 -3.213 5.661 -2.818 0.151 0.552
C -2.038 -3.863 6.839 -0.082 0.284 -0.780
C -2.397 -1.789 3.678 0.553 0.008 0.117
C -2.423 -2.501 2.499 -0.023 -0.236 -0.214
C -2.713 -3.897 2.351 -0.230 -0.081 0.824
C -2.877 -4.141 1.026 -0.264 0.696 -0.673
C -2.634 -2.867 0.380 0.379 -0.103 0.394
N -2.345 -1.915 1.249 0.082 -0.204 -0.562
C -2.103 -0.425 3.845 -0.116 0.124 0.058
C -2.238 0.320 5.045 -0.310 -1.482 0.628
C -1.690 1.551 4.844 -0.368 0.076 1.455
C -1.276 1.519 3.527 0.728 1.457 -1.566
N -1.524 0.404 2.893 -0.037 -1.379 -0.055
H -5.447 -3.471 6.638 0.508 0.065 0.403
H -4.807 -2.202 4.656 0.323 -0.191 0.145
H -0.680 -3.209 5.324 1.399 0.214 -0.430
H -1.295 -4.325 7.472 0.029 -0.038 0.038
H -2.801 -4.590 3.180 -0.106 0.019 -0.169
H -3.253 -5.033 0.549 0.319 -0.076 0.006
H -2.551 -2.650 -0.675 -0.175 -0.046 -0.067
H -2.667 -0.102 5.942 0.025 0.179 0.167
H -1.558 2.288 5.625 -0.023 0.225 -0.420
H -0.810 2.299 2.960 0.161 0.436 0.069
C 1.221 3.908 -6.185 0.398 -0.145 -0.133
O 2.518 3.370 -6.448 0.061 -0.387 0.391
C 2.685 2.016 -6.311 -0.090 -0.017 0.877
C 4.003 1.571 -6.259 -0.541 -1.109 -0.125
C 4.276 0.228 -6.074 0.341 -0.822 0.130
C 3.262 -0.715 -5.843 -0.018 1.048 -0.112
C 1.952 -0.262 -5.869 0.018 0.588 -0.166
C 1.660 1.102 -6.074 0.443 -0.586 -0.440
N 3.603 -2.098 -5.791 0.880 0.206 -0.680
N 3.120 -2.899 -4.988 -0.310 -0.027 0.606
C 2.236 -2.456 -3.948 -0.078 -0.552 -0.671
C 1.034 -3.097 -3.916 -1.274 0.121 1.514
C 0.019 -2.699 -3.016 -0.155 -0.408 -1.095
C 0.144 -1.570 -2.215 0.007 -0.655 0.891
O -0.785 -1.189 -1.444 -0.474 0.656 0.338
C 1.463 -1.005 -2.128 -0.348 0.611 -0.573
N 1.630 -0.009 -1.225 0.071 -0.115 0.794
C 2.818 0.515 -1.050 -0.343 0.522 0.305
C 3.912 0.127 -1.812 0.530 -0.184 0.063
C 3.723 -0.831 -2.762 -0.365 -0.119 -0.039
C 2.467 -1.448 -3.004 1.214 1.427 0.990
H 1.384 4.981 -6.094 -0.177 -0.058 -0.042
H 0.747 3.525 -5.269 0.353 -0.019 -0.206
H 0.631 3.676 -7.062 -0.647 0.167 -0.097
H 4.792 2.260 -6.364 0.814 0.810 -0.194
H 5.301 -0.169 -6.090 -0.350 0.422 0.028
H 1.187 -1.012 -5.751 -0.429 0.251 0.119
H 0.645 1.438 -6.107 -0.444 -0.037 0.133
H 0.846 -3.929 -4.553 0.038 -0.535 -0.516
H -0.947 -3.205 -2.928 0.390 -0.028 -0.338
H 2.972 1.293 -0.290 -0.459 -0.324 -0.199
H 4.891 0.559 -1.574 -0.341 -0.232 -0.350
H 4.547 -1.171 -3.316 1.111 -0.365 -0.804
F 3.014 -0.806 2.787 -0.369 -0.675 -0.028
C 2.700 0.502 2.778 0.433 0.830 -0.279
C 1.638 1.012 2.019 0.498 0.284 0.356
C 1.609 2.397 2.056 0.778 -0.227 0.513
F 0.667 3.104 1.379 -0.294 -0.115 -0.167
C 2.507 3.195 2.763 -0.745 0.839 -0.326
F 2.339 4.564 2.768 0.321 -0.792 0.019
C 3.521 2.633 3.503 0.107 0.104 0.051
F 4.360 3.438 4.201 -0.122 -0.390 -0.108
C 3.641 1.250 3.505 -1.176 0.607 -0.398
F 4.585 0.679 4.254 0.472 -0.312 0.154
C 1.256 -3.689 2.608 0.313 0.004 0.159
C 0.928 -3.415 1.146 -0.063 0.866 -0.258
C 2.059 -3.853 0.239 0.490 -0.697 -0.715
O 0.653 -2.061 0.993 0.057 -0.348 0.130
H 1.500 -4.743 2.718 -0.090 -0.323 0.278
H 0.413 -3.419 3.266 0.277 -0.089 -0.297
H 2.155 -3.116 2.911 -0.526 -0.118 -0.199
H 0.068 -4.008 0.812 -0.355 -0.094 0.330
H 2.984 -3.322 0.460 0.056 0.262 -0.007
H 1.830 -3.754 -0.846 -0.032 0.254 0.702
H 2.273 -4.925 0.385 -0.068 0.125 0.071
```
Forces are in eV/Å.

An isolated molecule of C5H7NO. Source: OMol25; level of theory: ωB97M-V/def2-TZVPD.

Properties
**E**: -324.649960 Eh
**E_LUMO**: 0.96 eV
**Frontier orbital gap**: 10.329 eV
**Structure (SMILES)**: C[C@]12N[C@H]1CC2=O
**Molar mass**: 97.12 g/mol
**Energy above the lowest of the compared OMol25 structures with the same formula, charge and spin**: 2.027 eV
**Multiplicity**: 1

XYZ file:
```
14
Properties=species:S:1:pos:R:3:forces:R:3
C -1.935 -0.049 0.044 -0.027 0.029 0.074
C -0.444 -0.178 0.106 -0.311 0.042 -0.315
N 0.231 -1.044 1.066 0.187 -0.133 -0.141
C 0.757 0.285 0.933 0.394 0.232 0.119
C 1.676 0.391 -0.312 0.052 -0.005 0.159
C 0.398 0.107 -1.103 -0.080 0.033 -0.463
O 0.083 0.375 -2.234 0.110 -0.217 0.329
H -2.232 0.926 -0.354 0.076 -0.095 0.097
H -2.420 -0.223 1.005 0.151 0.057 -0.025
H -2.296 -0.803 -0.665 -0.008 0.092 0.132
H 0.831 -1.761 0.667 -0.046 0.070 -0.128
H 0.803 0.934 1.802 -0.197 -0.061 -0.179
H 2.488 -0.345 -0.391 -0.202 0.141 0.197
H 2.060 1.386 -0.564 -0.100 -0.186 0.143
```
Forces are in eV/Å.